No. 1
{
  "formula": "C16H20N4",
  "method": "ωB97M-V/def2-TZVPD",
  "energy_ev": -22874.2016,
  "lumo_energy_ha": 0.00606,
  "e_homo_ev": -7.8,
  "species": ["C", "C", "C", "C", "H", "C", "H", "N", "H", "H", "H", "H", "H", "C", "C", "H", "N", "H", "H", "H", "C", "N", "H", "H", "C", "N", "H", "H", "C", "H", "C", "H", "H", "H", "C", "C", "C", "C", "C", "H"],
  "coordinates": [[-1.0501, -1.3202, -0.3334], [1.6859, -0.9530, 3.1955], [-0.2287, -0.2167, -0.1925], [-2.0552, -0.3530, -2.1620], [-0.3683, 2.2932, -4.4007], [0.6504, -1.0151, 2.0406], [0.7498, -1.9541, 1.6057], [0.4679, 1.9386, -0.9654], [-1.0473, -1.9760, 0.5191], [2.0660, 2.7034, 0.3138], [3.8471, -1.1555, 3.7528], [2.0683, -2.5444, 4.7154], [0.4745, -2.6412, 4.0722], [1.2653, 1.9761, 0.1650], [-1.1113, 2.6530, -3.6581], [0.4562, 0.4384, 4.5924], [1.3107, 1.0572, 1.0730], [2.0830, 0.0594, 5.0159], [-3.8926, 0.1742, -5.3820], [-0.5128, 3.2220, -2.8984], [-2.9967, 0.7375, -5.2769], [-2.6987, 0.6770, -3.8425], [-0.3890, -1.1525, 2.4154], [3.5750, -1.8183, 2.2721], [-1.3181, 0.8155, -2.0219], [-2.9550, -0.4692, -3.1845], [-3.2433, 1.7580, -5.5796], [1.7885, 1.2354, 3.7874], [3.2483, -1.0284, 2.8931], [-1.7074, 3.4442, -4.2708], [-0.3404, 0.8517, -1.0552], [-2.8173, -2.1670, -1.5881], [1.8335, -3.2042, 3.0835], [3.6275, -0.1033, 2.5652], [1.4717, -2.4115, 3.8229], [0.6448, -0.0817, 0.9407], [-1.8935, 1.4720, -3.0825], [-2.0351, -1.4167, -1.3390], [1.4964, 0.2720, 4.1306], [-2.1497, 0.2033, -5.7390]]
}

=====

No. 2
{
  "formula": "C14H8Cl5N5O2ReS",
  "method": "ωB97M-V/def2-TZVPD",
  "energy_ev": -101754.4580,
  "lumo_energy_ha": [-0.28764, -0.31352],
  "e_homo_ev": [-14.6, -14.6],
  "total_charge": 2,
  "s2": 0.756,
  "spin_multiplicity": 2,
  "species": ["O", "C", "N", "C", "H", "C", "H", "O", "N", "C", "Cl", "H", "C", "Cl", "C", "C", "C", "H", "N", "C", "C", "H", "N", "C", "Re", "Cl", "Cl", "H", "C", "S", "C", "H", "H", "N", "C", "Cl"],
  "coordinates": [[-1.8637, -0.7737, 0.4675], [-3.9308, 1.7791, 2.1963], [2.9402, 0.6233, 3.0733], [-0.3674, -0.4927, -3.0798], [-3.9164, -1.9300, 0.9701], [-2.9041, -0.1845, 1.0691], [4.1687, -1.0061, 3.5777], [-0.2248, 0.2956, -1.9563], [-3.9439, -0.9661, 1.2648], [-2.8746, 1.1703, 1.4724], [-0.8874, -3.1327, -6.6593], [3.0923, 3.8037, 2.3622], [-0.8465, -0.7426, -5.4098], [-0.8846, 1.7803, -4.3841], [3.3426, 1.8914, 3.4467], [3.2010, -0.5943, 3.8543], [-0.6836, 0.0869, -4.2959], [1.9735, 2.3108, 0.6330], [-0.5790, 1.5159, 0.6847], [-0.3658, -2.7068, -4.0654], [-0.2290, -1.8628, -2.9796], [-4.7809, -0.6131, 1.7083], [-4.7812, 2.2438, 2.8134], [2.9677, 2.7405, 2.4655], [-0.1125, -0.2615, -0.1985], [-0.1257, -4.3851, -3.8796], [0.2906, -2.4616, -1.4158], [3.1972, -0.3292, 4.9072], [-0.6912, -2.1319, -5.2967], [1.7579, -0.7200, 1.0024], [2.3313, 0.6911, 1.8882], [2.4168, -1.3212, 3.6660], [3.8506, 2.0720, 4.3779], [2.3427, 1.9726, 1.5081], [-1.6425, 1.6878, 1.1238], [-1.2375, -0.0493, -6.9123]]
}